No. 1
{"formula": "C8H9O2S", "method": "ωB97M-V/def2-TZVPD", "symbols": ["C", "C", "C", "C", "C", "C", "C", "S", "C", "O", "O", "H", "H", "H", "H", "H", "H", "H", "H", "H"], "positions_angstrom": [[-0.33309, 0.17270, -2.18715], [0.30335, 0.25765, -0.83747], [0.79758, -0.83399, -0.29225], [1.32526, -0.94771, 1.01245], [1.23754, -0.01269, 2.01502], [0.09026, 0.85617, 2.04608], [-1.11584, 0.33902, 1.71894], [-2.48459, 1.43871, 1.75554], [-1.54004, -1.06267, 1.46986], [-0.97762, -2.04409, 1.88933], [-2.74536, -1.13703, 0.89739], [-1.26495, -0.37298, -1.93019], [0.20366, -0.47150, -2.83849], [-0.50609, 1.17319, -2.66442], [0.23638, 1.17225, -0.27049], [0.97478, -1.63106, -1.01001], [2.01730, -1.74940, 1.28502], [2.00243, 0.10910, 2.72252], [0.17923, 1.90853, 2.26998], [-3.14698, -0.28464, 0.96003]], "forces_ev_per_a": [[-1.10, 0.91, 0.68], [0.06, 0.73, -0.86], [0.27, -0.53, -1.16], [2.33, 0.84, 3.21], [-1.01, -0.69, -2.55], [0.11, -1.05, -0.07], [-0.98, 2.53, 1.07], [-0.11, 0.46, -0.16], [-0.30, -0.27, 0.95], [-0.20, -0.46, -0.36], [0.99, -3.16, -0.53], [-0.08, 0.73, -0.84], [0.66, -0.51, -0.77], [-0.08, -1.03, 0.40], [-0.25, 0.07, -0.11], [-0.30, -0.54, 0.35], [0.03, -0.01, -0.74], [0.85, -0.38, 1.25], [-0.16, 0.08, 0.22], [-0.73, 2.26, 0.05]], "nbo_charge": [-0.649, -0.162, -0.266, -0.217, -0.187, -0.318, -0.228, -0.501, 0.752, -0.610, -0.714, 0.231, 0.195, 0.204, 0.214, 0.186, 0.190, 0.183, 0.208, 0.489], "gap_ev": [6.5, 6.5], "total_charge": -1}



No. 2
{"formula": "C5H7NO2", "method": "ωB97M-V/def2-TZVPD", "symbols": ["N", "C", "O", "H", "C", "C", "O", "H", "H", "H", "H", "C", "C", "H", "H"], "positions_angstrom": [[-2.30941, 0.05015, 1.11505], [-2.47755, 0.95533, 0.36273], [-2.42645, 1.83269, -0.38861], [-2.87105, -0.55060, 1.66588], [1.33644, 1.38569, -0.52699], [0.94585, 0.32485, -1.20973], [-0.26232, 0.15764, -1.79295], [0.69031, 2.23433, -0.38110], [2.31435, 1.43587, -0.09197], [1.57440, -0.53916, -1.36597], [-0.79679, 0.95653, -1.67646], [0.53666, -1.79521, 1.04690], [1.60125, -2.33144, 1.10085], [-0.39216, -1.31050, 0.98322], [2.53641, -2.80621, 1.15921]], "forces_ev_per_a": [[0.38, -0.56, 0.50], [0.29, -0.19, 0.13], [-0.24, 0.91, -0.78], [-0.48, -0.17, 0.20], [-0.01, 0.15, 0.03], [0.21, 0.00, -0.06], [-0.40, -0.02, -0.18], [-0.20, 0.21, 0.01], [0.27, -0.10, 0.08], [0.02, -0.03, 0.01], [0.10, -0.06, -0.02], [0.32, -0.24, 0.05], [-0.20, 0.01, 0.07], [-0.52, 0.33, -0.06], [0.47, -0.24, 0.02]], "nbo_charge": [-0.775, 0.876, -0.527, 0.434, -0.554, 0.166, -0.688, 0.193, 0.213, 0.186, 0.483, -0.233, -0.236, 0.236, 0.227], "gap_ev": 9.4, "total_charge": 0}



No. 3
{"formula": "C14H34INO8PS", "method": "ωB97M-V/def2-TZVPD", "symbols": ["C", "C", "C", "O", "P", "O", "O", "C", "C", "C", "I", "O", "C", "C", "C", "S", "O", "O", "O", "H", "H", "H", "H", "H", "H", "H", "H", "H", "H", "H", "H", "H", "H", "H", "H", "H", "H", "H", "H", "C", "N", "C", "C", "C", "C", "O", "H", "H", "H", "H", "H", "H", "H", "H", "H", "H", "H", "H", "H", "H"], "positions_angstrom": [[1.67547, -3.51280, 4.26040], [2.05243, -3.40311, 2.76411], [0.81867, -3.04476, 1.91608], [1.01226, -1.91300, 1.03345], [1.08052, -0.51816, 1.76559], [0.72240, -0.58077, 3.17207], [0.01515, 0.34792, 0.95604], [0.26940, 1.76553, 0.91546], [-0.17749, 2.49683, 2.16506], [-1.59482, 2.17177, 2.64432], [-3.02006, 1.81818, 1.09258], [2.54614, 0.00174, 1.46282], [3.15795, 0.81067, 2.49707], [3.87529, 1.99348, 1.82809], [4.48340, 1.62823, 0.48692], [4.86265, 3.15959, -0.40247], [4.99961, 2.84159, -1.77679], [3.85344, 4.12444, -0.15122], [6.26082, 3.70668, 0.13957], [1.82557, -2.54265, 4.72071], [0.62014, -3.73425, 4.36822], [2.30552, -4.20769, 4.80415], [2.45799, -4.35779, 2.45548], [2.76493, -2.58976, 2.66661], [0.65543, -3.88591, 1.24804], [-0.08000, -2.96816, 2.51395], [1.30687, 1.98439, 0.67898], [-0.29480, 2.16998, 0.08269], [-0.05757, 3.56006, 1.97173], [0.48398, 2.26877, 3.00011], [-1.53500, 1.27494, 3.24579], [-1.91023, 2.96785, 3.30285], [2.45159, 1.22451, 3.20206], [3.88462, 0.18088, 2.99691], [3.15709, 2.80360, 1.76087], [4.64729, 2.32861, 2.51847], [5.43553, 1.12450, 0.61098], [3.81511, 1.10984, -0.18440], [6.44137, 3.35022, 1.02684], [-3.04519, 0.65558, -3.12022], [-3.02236, -0.74129, -3.67068], [-1.63672, -1.27886, -3.49207], [-3.35679, -0.70815, -5.12290], [-3.96395, -1.65984, -2.91330], [-5.43849, -1.32620, -2.98207], [-5.67967, -0.04365, -2.42521], [-2.17666, 1.18183, -3.51255], [-3.94165, 1.16346, -3.44689], [-2.99102, 0.59515, -2.04020], [-0.94592, -0.63780, -4.03243], [-1.60100, -2.28972, -3.89106], [-1.40047, -1.27923, -2.43055], [-4.33923, -0.26660, -5.25418], [-3.33815, -1.72478, -5.50895], [-2.61282, -0.09869, -5.62956], [-3.62255, -1.63779, -1.87861], [-3.80478, -2.65607, -3.32427], [-5.97657, -2.07617, -2.39580], [-5.80975, -1.36949, -4.00975], [-6.56492, 0.24232, -2.67894]], "forces_ev_per_a": [[0.34, 0.67, -0.34], [-0.91, 0.38, 0.99], [0.62, -1.39, -0.49], [-0.18, 0.22, 0.09], [-1.02, -0.79, -0.12], [0.17, 0.19, 1.14], [1.11, 0.34, -0.58], [-0.39, 0.53, -0.16], [-0.07, -0.13, -0.11], [1.02, -0.14, 0.23], [-0.18, 0.22, 0.21], [-0.53, 0.40, 0.28], [1.18, 0.43, -0.67], [-0.50, -0.64, 0.47], [0.74, 1.61, 0.44], [-0.87, -0.11, -1.20], [1.03, -0.64, -0.64], [-0.58, 0.66, 1.21], [-0.09, -0.72, 0.38], [-0.13, 0.19, 0.14], [-0.08, -0.41, 0.21], [-0.10, -0.31, -0.02], [0.32, 0.06, -0.40], [0.43, -0.23, -0.24], [-0.17, 0.10, -0.33], [-0.09, 0.60, 0.13], [0.23, -0.17, 0.11], [-0.22, -0.23, -0.21], [-0.08, 0.17, -0.15], [0.04, -0.09, 0.15], [-0.30, -0.37, -0.15], [-0.56, 0.19, -0.15], [-0.30, -0.40, 0.21], [-0.08, -0.22, 0.24], [0.06, 0.21, -0.42], [0.09, 0.09, 0.11], [0.00, -0.48, -0.20], [-0.04, -0.17, -0.10], [0.04, 0.31, -0.17], [0.26, 0.10, -0.24], [-0.14, 0.07, 0.07], [-0.12, -0.08, -0.03], [0.06, -0.04, 0.07], [0.02, 0.16, 0.09], [-0.27, 0.34, -0.04], [0.08, 0.01, -0.17], [0.05, -0.07, 0.03], [-0.13, -0.07, 0.16], [-0.04, 0.11, 0.14], [0.02, 0.00, 0.01], [0.04, -0.01, 0.02], [0.04, 0.00, 0.00], [-0.01, 0.00, -0.01], [0.00, 0.01, -0.05], [0.00, -0.01, -0.03], [-0.01, -0.02, 0.01], [-0.01, -0.04, 0.06], [0.16, -0.22, -0.12], [0.04, -0.14, -0.02], [0.03, -0.03, 0.17]], "nbo_charge": [-0.605, -0.430, -0.064, -0.812, 2.582, -1.124, -0.806, -0.087, -0.459, -0.501, 0.045, -0.828, -0.061, -0.450, -0.663, 2.365, -0.932, -0.945, -0.859, 0.222, 0.202, 0.212, 0.211, 0.208, 0.189, 0.196, 0.195, 0.201, 0.227, 0.223, 0.241, 0.234, 0.213, 0.194, 0.238, 0.217, 0.241, 0.272, 0.501, -0.409, -0.197, -0.406, -0.412, -0.231, -0.091, -0.727, 0.222, 0.248, 0.243, 0.234, 0.228, 0.243, 0.233, 0.230, 0.237, 0.238, 0.231, 0.210, 0.179, 0.493], "gap_ev": 9.2, "total_charge": 1}